Model w:
22
Properties=species:S:1:pos:R:3 method="wB97M-V/def2-TZVPD" e_homo_ev=-8.733 orbital_gap_ev=9.7 lumo_energy_ha=0.0368 smiles="C=CN(C)[C@@](C)(O)C=C" charge=0
O 0.690 0.617 1.683
H -3.905 0.716 0.829
C -3.036 0.386 0.262
H 0.900 2.407 0.016
H -0.067 -1.965 -1.416
C -1.903 0.053 0.867
H -1.776 -1.693 -1.141
C -0.800 -1.201 -1.154
H 1.784 -1.719 -0.591
C 0.480 0.293 0.357
H 1.099 1.412 -1.402
H 3.984 -1.066 0.188
C 1.891 -0.800 -0.022
H 3.279 0.443 0.984
H -3.170 0.306 -0.812
C 3.114 -0.434 0.363
H -0.822 -0.440 -1.938
H -0.497 1.836 -0.854
C 0.492 1.536 -0.502
H 0.564 -0.219 2.161
N -0.527 -0.666 0.185
H -1.775 0.198 1.937

---

Model x:
22
Properties=species:S:1:pos:R:3 method="wB97M-V/def2-TZVPD" e_homo_ev=-7.514 orbital_gap_ev=8.3 lumo_energy_ha=0.0307 charge=0
C -0.764 0.237 -0.573
H -2.268 -0.947 -0.368
C -0.163 1.649 2.261
C 1.194 -1.569 -2.594
H -0.642 2.302 2.997
H -0.423 -2.564 -1.695
H 1.317 -2.272 -3.420
H 2.306 -0.926 0.010
H -0.413 1.019 -1.237
H -0.201 -1.345 0.748
N -2.350 1.592 1.292
C 0.185 -0.615 0.043
H -2.920 1.280 0.498
H 1.923 -0.761 -2.566
H 0.218 0.776 2.797
C -1.141 1.224 1.203
C 1.594 -0.146 0.289
H 0.665 2.205 1.817
C 0.291 -1.740 -1.635
O -2.015 -0.192 -0.921
H 1.775 0.046 1.347
H 1.832 0.748 -0.292

---

Most stable = model w